Entry from the Open Molecules 2025 dataset: a molecular structure, C23H20N7O2SeTc (the ωB97M-V functional and the def2-TZVPD basis).

Structure (ORCA input):
```
! RIJCOSX wB97M-V def2-TZVPD def2/J DEFGRID3
* xyz 1 2
Tc -0.358 0.269 -0.265
O 1.126 1.953 3.138
C 0.922 1.404 2.088
N -0.322 1.105 1.520
C -1.555 1.402 2.054
C -1.791 1.946 3.335
C -3.082 2.170 3.731
C -4.167 1.878 2.881
C -3.973 1.362 1.624
C -2.662 1.112 1.187
N -2.301 0.609 -0.051
C -3.158 0.375 -1.122
O -4.345 0.575 -1.170
C -2.406 -0.164 -2.327
C -3.110 -0.541 -3.452
C -2.410 -1.030 -4.542
C -1.028 -1.114 -4.472
C -0.395 -0.714 -3.311
N -1.063 -0.254 -2.250
C 2.068 0.929 1.213
C 3.364 1.172 1.616
C 4.404 0.749 0.805
C 4.109 0.093 -0.380
C 2.785 -0.116 -0.712
N 1.773 0.291 0.062
H -0.959 2.164 3.984
H -3.270 2.573 4.718
H -5.176 2.061 3.225
H -4.805 1.142 0.976
H -4.187 -0.446 -3.441
H -2.935 -1.345 -5.434
H -0.442 -1.487 -5.301
H 0.680 -0.776 -3.209
H 3.524 1.687 2.553
H 5.432 0.930 1.092
H 4.890 -0.263 -1.038
H 2.512 -0.629 -1.622
Se -0.777 -2.011 0.510
C 0.895 -2.910 0.745
C 1.789 -3.115 -0.295
C 2.963 -3.807 -0.037
N 3.286 -4.300 1.157
C 2.405 -4.117 2.140
C 1.204 -3.435 1.990
H 1.563 -2.778 -1.297
H 3.676 -3.983 -0.837
H 2.674 -4.533 3.104
H 0.534 -3.313 2.830
N 1.101 2.973 -1.118
N -0.214 2.392 -1.077
H 1.033 3.951 -1.379
H 1.632 2.490 -1.832
H -0.723 2.527 -1.950
H -0.729 2.895 -0.359
*
```

## Properties
expectation value of S²	1.15
calculated total energy	-106241.8183	eV
max |F|	0.884	eV Å⁻¹
HOMO energy (alpha / beta)	-10.56 / -10.94	eV
relative energy (zero: lowest compared OMol25 entry of this formula, charge and spin)	0.7	kJ/mol